Run w
10
Properties=species:S:1:pos:R:3 method="wB97M-V/def2-TZVPD" e_lumo_ev=-1.33 gap_ev=8.480 smiles="[H]/N=c1/nc(O)nno1" total_charge=0 homo_ev=-9.8
C 1.057 -0.276 -0.061
C -1.180 -0.445 0.137
H 2.262 -1.801 0.208
H -3.163 -0.144 0.123
N 1.264 0.963 -0.056
N 0.137 1.557 -0.007
N -2.387 -0.906 -0.050
N -0.027 -1.039 -0.126
O 2.219 -0.770 0.072
O -1.126 1.050 0.039

Run x
10
Properties=species:S:1:pos:R:3 method="wB97M-V/def2-TZVPD" e_lumo_ev=0.19 gap_ev=10.883 smiles="[H]/N=C/n1nnoc1=O" total_charge=0 homo_ev=-10.7
C 1.063 -0.649 0.083
C -0.726 1.126 -0.144
H 2.876 -0.084 0.146
H 0.987 -1.812 0.520
N 1.952 0.250 -0.258
N -0.283 -0.222 -0.194
N -1.304 -1.190 -0.065
N -2.311 -0.511 -0.093
O -2.063 0.896 -0.047
O -0.190 2.196 0.052

Stability summary: most stable run x, least stable run w.

Run w
17
Properties=species:S:1:pos:R:3 method="wB97M-V/def2-TZVPD" e_lumo_ev=4.07 gap_ev=8.444 total_charge=-1 homo_ev=-4.4
C -0.671 0.710 1.104
O 0.173 -0.073 0.328
C -1.931 1.376 0.318
H 0.028 1.528 1.413
H -1.155 0.264 2.042
H -2.739 1.600 1.058
H -2.281 0.558 -0.342
H -1.674 2.375 -0.307
H -0.433 -2.912 -0.079
H -0.525 -1.511 0.518
O -0.847 -2.453 0.671
H 1.944 -0.426 0.196
H 3.041 0.284 -0.620
O 3.012 -0.313 0.126
H -0.664 1.242 -2.166
H 0.017 0.465 -1.380
O 0.168 0.842 -2.234

Run x
17
Properties=species:S:1:pos:R:3 method="wB97M-V/def2-TZVPD" e_lumo_ev=4.14 gap_ev=8.632 total_charge=-1 homo_ev=-4.5
C 0.878 0.850 -0.360
O -0.185 0.024 0.010
C 1.593 1.505 0.824
H 0.439 1.644 -0.988
H 1.634 0.304 -0.942
H 2.488 2.068 0.547
H 1.931 0.735 1.526
H 0.952 2.178 1.392
H -2.842 0.564 -0.707
H -1.593 0.923 0.085
O -2.471 1.272 -0.220
H 1.490 -2.054 1.393
H 0.489 -0.928 1.262
O 0.681 -1.765 1.807
H -1.135 -1.231 -2.057
H -0.153 -1.230 -0.981
O -0.267 -1.640 -1.903

Stability summary: most stable run x, least stable run w.

Run w
6
Properties=species:S:1:pos:R:3 method="wB97M-V/def2-TZVPD" e_lumo_ev=0.65 gap_ev=12.249 smiles=N#CCCl total_charge=0 homo_ev=-11.6
C 0.322 0.329 -0.018
C -0.819 -0.448 0.050
H 0.393 0.958 -0.905
H 0.267 0.922 0.906
N -1.843 -0.968 -0.031
Cl 1.680 -0.793 -0.001

Run x
6
Properties=species:S:1:pos:R:3 method="wB97M-V/def2-TZVPD" e_lumo_ev=0.26 gap_ev=9.564 smiles=C#CNCl total_charge=0 homo_ev=-9.3
C 0.152 0.984 1.055
C -0.058 -0.042 0.460
N -0.457 -0.817 -0.548
Cl -0.134 -0.064 -2.056
H 0.481 1.673 1.680
H 0.017 -1.735 -0.590

Stability summary: most stable run w, least stable run x.

Run w
11
Properties=species:S:1:pos:R:3 method="wB97M-V/def2-TZVPD" s_squared=0.753 multiplicity=2 e_lumo_ev="4.05 / 3.90" gap_ev="2.963 / 6.958" total_charge=-1 homo_ev="1.1 / -3.1"
C 1.402 -1.230 0.717
C 1.158 -0.316 -0.352
C 0.160 0.715 -0.273
C -1.172 0.475 -0.389
O -2.081 1.543 -0.197
H 2.198 -2.020 0.642
H 0.666 -1.384 1.476
H 1.709 -0.248 -1.185
H 0.308 1.803 0.006
H -1.669 -0.407 -0.888
H -2.680 1.070 0.443

Run x
11
Properties=species:S:1:pos:R:3 method="wB97M-V/def2-TZVPD" s_squared=0.761 multiplicity=2 e_lumo_ev="4.46 / 4.43" gap_ev="6.097 / 6.386" total_charge=-1 homo_ev="-1.6 / -2.0"
C 2.101 -0.103 -0.028
C 0.725 -0.341 -0.328
O 0.260 -1.366 -0.923
C -0.436 0.297 0.395
C -1.855 0.319 -0.086
H 2.838 -0.763 -0.508
H 2.418 0.657 0.624
H -2.533 0.915 0.514
H -0.135 0.982 1.272
H -1.989 0.154 -1.158
H -1.395 -0.751 0.225

Stability summary: most stable run x, least stable run w.

Run w
15
Properties=species:S:1:pos:R:3 method="wB97M-V/def2-TZVPD" e_lumo_ev=-3.82 gap_ev=9.689 smiles="C[C@@H]1NSNC1=[NH2+]" total_charge=+1 homo_ev=-13.5
C -0.274 -0.772 -0.221
C -0.072 0.688 -0.521
C 1.184 1.179 0.112
N -1.242 1.350 -0.056
N -1.471 -1.112 0.223
N 0.687 -1.671 -0.135
S -2.609 0.199 -0.077
H -0.028 0.662 -1.583
H 1.641 0.684 0.975
H 1.062 2.221 0.506
H 1.867 1.214 -0.782
H -1.103 1.563 0.860
H -1.689 -2.023 0.541
H 1.696 -1.562 0.088
H 0.352 -2.620 0.070

Run x
15
Properties=species:S:1:pos:R:3 method="wB97M-V/def2-TZVPD" e_lumo_ev="-5.82 / -4.67" gap_ev="6.951 / 8.167" total_charge=+1 homo_ev="-12.8 / -12.8"
C 1.237 -0.031 0.270
C 0.972 -1.359 -0.347
C -2.507 0.945 -0.279
N 0.205 0.461 0.924
N 2.392 0.670 0.075
N -0.914 -0.315 0.827
S -0.710 -1.858 0.157
H 1.084 -1.399 -1.507
H 1.675 -2.262 -0.273
H -3.138 0.357 -0.899
H -2.917 1.367 0.553
H -1.597 1.523 -0.672
H 3.197 0.243 -0.428
H 2.440 1.660 -0.029
H -1.420 -0.002 1.628

Run y
15
Properties=species:S:1:pos:R:3 method="wB97M-V/def2-TZVPD" e_lumo_ev=-5.41 gap_ev=8.280 total_charge=+1 homo_ev=-13.7
C 0.963 -0.492 -0.831
C 1.028 -1.392 -1.994
C -1.235 0.958 1.928
N 1.791 0.162 -0.236
N -0.719 -0.108 -0.237
N -0.611 0.920 0.533
S 1.568 1.295 0.795
H 0.157 -1.204 -2.799
H 0.895 -2.526 -1.740
H 1.848 -1.170 -2.629
H -1.053 -0.056 2.429
H -0.534 1.525 2.577
H -2.366 1.154 1.894
H -1.023 -0.951 0.247
H -0.709 1.887 0.062

Run z
15
Properties=species:S:1:pos:R:3 method="wB97M-V/def2-TZVPD" e_lumo_ev="-4.40 / -4.40" gap_ev="8.399 / 8.398" total_charge=+1 homo_ev="-12.8 / -12.8"
C 1.035 -1.152 -0.948
C 1.496 0.297 0.882
C -0.552 1.862 -0.598
N 1.619 -0.592 -0.077
N -1.169 -0.645 -0.159
N -1.533 -1.787 0.460
S -0.754 0.634 0.664
H 1.307 -1.960 -1.577
H 1.730 -0.076 1.837
H 1.944 1.323 0.664
H 0.500 2.368 -0.587
H -1.242 2.721 -0.704
H -0.536 1.204 -1.377
H -2.280 -2.444 0.068
H -1.568 -1.753 1.452

Stability summary: most stable run w, least stable run z.

Run w
9
Properties=species:S:1:pos:R:3 method="wB97M-V/def2-TZVPD" e_lumo_ev=0.82 gap_ev=11.378 smiles=N#C[C@H]1CN1 total_charge=0 homo_ev=-10.6
C 1.625 -0.045 0.196
C -0.838 0.395 -0.550
C 0.199 -0.055 0.470
N 2.710 0.201 -0.168
N -0.624 -1.007 -0.253
H -1.491 1.041 -0.181
H -0.377 0.772 -1.420
H 0.014 0.066 1.541
H -1.218 -1.367 0.365

Run x
9
Properties=species:S:1:pos:R:3 method="wB97M-V/def2-TZVPD" e_lumo_ev=0.93 gap_ev=9.891 smiles=c1c[nH]cn1 total_charge=0 homo_ev=-9.0
C -0.792 -0.639 -0.052
C 0.275 -0.938 0.757
N 1.213 0.074 0.608
C 0.731 0.982 -0.208
N -0.486 0.584 -0.639
H -1.696 -1.240 -0.116
H 0.579 -1.890 1.233
H 1.231 1.905 -0.287
H -1.056 1.162 -1.296

Stability summary: most stable run x, least stable run w.

Run w
9
Properties=species:S:1:pos:R:3 method="wB97M-V/def2-TZVPD" e_lumo_ev=-0.19 gap_ev=9.051 smiles="CC1=CN=N1" total_charge=0 homo_ev=-9.2
C 0.681 -0.451 -1.150
C -0.075 0.049 -0.168
C -0.251 0.120 1.276
N -0.085 0.188 -2.206
N -0.901 0.744 -1.462
H 1.545 -1.086 -1.234
H -0.218 1.161 1.602
H 0.531 -0.444 1.784
H -1.226 -0.281 1.557

Run x
9
Properties=species:S:1:pos:R:3 method="wB97M-V/def2-TZVPD" e_lumo_ev=0.92 gap_ev=9.800 smiles=c1c[nH]cn1 total_charge=0 homo_ev=-8.9
C -0.299 -0.772 0.916
C -0.938 -0.290 -0.203
N 0.004 0.508 -0.804
C 1.129 0.459 -0.055
N 0.979 -0.317 0.984
H -0.694 -1.576 1.517
H -1.977 -0.185 -0.472
H -0.204 1.135 -1.560
H 2.001 1.037 -0.324

Stability summary: most stable run x, least stable run w.

Run w
26
Properties=species:S:1:pos:R:3 method="wB97M-V/def2-TZVPD" e_lumo_ev=0.67 gap_ev=7.576 total_charge=0 homo_ev=-6.9
C 0.681 0.545 -0.534
C 0.269 -0.526 0.331
C -1.231 0.752 -1.290
C -0.163 -1.841 -0.282
C 2.190 -0.865 0.913
C -0.379 -0.234 1.668
C -2.548 0.816 -0.557
N 0.985 1.830 -0.072
O 1.376 0.181 -1.657
H 1.937 0.918 -1.934
H 1.821 2.243 -0.470
H 1.031 1.965 0.928
H -1.010 1.710 -1.767
H -1.228 -0.006 -2.075
H -1.461 -0.130 1.586
H 0.179 -2.671 0.342
H -1.253 -1.900 -0.340
H 0.241 -1.983 -1.283
H 2.060 -1.718 1.579
H 2.817 -1.150 0.070
H 2.595 -0.017 1.465
H 0.029 0.656 2.148
H -0.209 -1.074 2.346
H -3.357 1.178 -1.207
H -2.868 -0.171 -0.209
H -2.503 1.491 0.303

Run x
26
Properties=species:S:1:pos:R:3 method="wB97M-V/def2-TZVPD" e_lumo_ev=0.84 gap_ev=10.015 smiles=CC[C@](C)(N)C(C)(C)O total_charge=0 homo_ev=-9.2
C 0.223 1.256 -0.204
C -0.376 -0.105 0.314
C 0.400 -1.302 -0.297
C -0.200 1.554 -1.646
C 1.758 1.281 -0.117
C -0.296 -0.174 1.846
C -0.316 -2.645 -0.168
N -1.794 -0.115 -0.022
O -0.298 2.340 0.544
H -0.021 2.245 1.461
H -2.268 -0.853 0.484
H -1.930 -0.269 -1.013
H 1.372 -1.377 0.191
H 0.572 -1.115 -1.359
H 2.112 0.980 0.866
H -1.265 1.760 -1.665
H 0.034 0.731 -2.315
H 0.323 2.444 -1.987
H 2.092 2.301 -0.299
H 2.207 0.635 -0.865
H -0.996 0.535 2.281
H 0.708 0.032 2.208
H -0.577 -1.167 2.188
H -0.506 -2.900 0.872
H 0.304 -3.430 -0.596
H -1.264 -2.642 -0.703

Stability summary: most stable run x, least stable run w.

Run w
26
Properties=species:S:1:pos:R:3 method="wB97M-V/def2-TZVPD" e_lumo_ev=0.87 gap_ev=10.797 smiles="CC(N)=O.CCCCC" total_charge=0 homo_ev=-9.9
C -2.123 1.198 -1.425
C -1.628 0.298 -0.254
C -0.398 0.832 0.552
C -0.108 0.031 1.791
C 0.991 0.585 2.661
C 1.085 -1.596 -1.008
C 0.958 -1.016 -2.292
H -2.501 2.167 -1.133
H -1.360 1.356 -2.299
H -3.144 0.867 -1.788
H -1.490 -0.815 -0.395
H -2.451 0.286 0.609
H 0.235 0.980 -0.289
H -0.746 1.815 0.993
H 0.056 -1.024 1.504
H -1.084 0.012 2.357
H 0.825 1.538 3.106
H 1.435 -0.064 3.474
H 1.808 0.725 1.900
H 1.702 -1.188 0.913
H 2.826 -0.431 -0.349
H 1.872 -0.609 -2.587
H 0.004 -0.441 -2.405
H 0.796 -1.885 -2.970
N 2.165 -1.228 -0.151
O 0.276 -2.392 -0.516

Run x
26
Properties=species:S:1:pos:R:3 method="wB97M-V/def2-TZVPD" e_lumo_ev=0.84 gap_ev=9.833 smiles="CCN(C)C(C)=O.CC" total_charge=0 homo_ev=-9.0
C 0.153 0.656 -2.397
C 1.031 1.865 -2.604
C 1.503 -0.826 -0.932
C -1.625 0.971 0.001
C -0.731 -0.182 -0.271
O -0.886 -1.237 0.316
N 0.341 -0.036 -1.138
H -0.911 0.746 -2.614
H 0.429 0.000 -3.194
H 0.891 2.739 -1.967
H 1.346 2.074 -3.629
H 2.161 -0.511 -0.112
H -1.994 1.532 -0.860
H 2.054 1.592 -2.306
H 1.308 -1.849 -0.654
H 2.200 -0.943 -1.763
H -2.411 0.725 0.702
H -0.982 1.742 0.445
C -0.634 -1.254 3.397
C 0.610 -0.403 3.174
H -1.397 -0.737 3.981
H -1.123 -1.516 2.469
H -0.357 -2.214 3.836
H 1.423 -0.964 2.721
H 1.022 -0.081 4.126
H 0.320 0.521 2.674

Stability summary: most stable run x, least stable run w.

Run w
13
Properties=species:S:1:pos:R:3 method="wB97M-V/def2-TZVPD" e_lumo_ev=0.86 gap_ev=10.842 smiles=C#CC[C@H](C)F total_charge=0 homo_ev=-10.0
C -0.540 -1.099 1.419
C -0.231 -0.913 -0.142
C 0.578 0.309 -0.273
C -0.280 1.603 -0.266
C -0.535 2.845 -0.469
H -1.708 -0.512 1.607
H -0.770 -2.226 1.638
H 0.234 -0.547 1.921
H -0.864 -1.075 -1.016
H 1.077 0.056 -1.203
H 1.168 0.424 0.782
H -1.155 3.786 -0.830
F 0.896 -1.820 -0.502

Run x
13
Properties=species:S:1:pos:R:3 method="wB97M-V/def2-TZVPD" e_lumo_ev="0.63 / 0.30" gap_ev="8.763 / 7.999" total_charge=0 homo_ev="-8.1 / -7.7"
C 0.054 -1.323 -0.269
C 0.907 -0.397 -0.959
C 0.822 0.482 1.221
C -0.024 0.182 0.045
C -1.244 0.801 -0.480
F 0.924 1.763 1.665
H -0.850 -1.563 -0.811
H 0.368 -2.125 0.381
H 1.982 -0.348 -1.042
H 1.479 -0.137 1.839
H -1.604 0.215 -1.349
H -0.927 1.852 -0.621
H -1.888 0.597 0.380

Stability summary: most stable run w, least stable run x.